## one
This record from the Open Molecules 2025 dataset describes a cluster of 2 separate species, C2H5NP2 in total. The level of theory is ωB97M-V with the def2-TZVPD basis set.

```
10
C2H5NP2 | the Open Molecules 2025 dataset | ωB97M-V with the def2-TZVPD basis set
C 0.47 1.44 1.12
C -0.59 2.32 1.51
N 0.44 -3.00 -2.07
P 1.45 0.36 0.58
P -0.69 -3.10 -0.91
H -0.37 3.13 2.27
H -0.82 2.71 0.49
H -1.46 1.74 1.97
H 1.36 -2.87 -1.85
H 0.21 -2.72 -3.11
```

Properties
Gap between HOMO and LUMO (alpha / beta), Ha: 0.254 / 0.253
E_LUMO (alpha / beta), eV: -0.1831 / -0.2168
M, g/mol: 105.02
HOMO level (alpha / beta), Ha: -0.2608 / -0.2611

## two
This record from the Open Molecules 2025 dataset describes an isolated molecule of C2H5NP2. The level of theory is ωB97M-V with the def2-TZVPD basis set.

```
10
C2H5NP2 | the Open Molecules 2025 dataset | ωB97M-V with the def2-TZVPD basis set
C -1.99 -0.22 0.13
C -0.74 0.20 -0.39
N -3.01 -0.46 0.58
P -0.13 1.96 -0.28
P 0.38 -1.26 0.04
H -0.99 0.05 -1.61
H 0.44 1.65 0.83
H 1.04 1.84 -0.95
H 0.36 -0.82 1.48
H -0.61 -2.20 0.28
```

Properties
Gap between HOMO and LUMO, Ha: 0.383
SMILES: N#CC(P)P
E_LUMO, eV: 0.5097
M, g/mol: 105.02
HOMO level, Ha: -0.3643

two is favored, and the nearest alternative lies 1.379 eV above it.

## one
This record from the Open Molecules 2025 dataset describes an isolated molecule of C4H5N. The level of theory is ωB97M-V with the def2-TZVPD basis set.

```
10
C4H5N | the Open Molecules 2025 dataset | ωB97M-V with the def2-TZVPD basis set
C 2.90 -0.15 0.05
C 1.73 0.10 -0.05
C 0.36 0.35 -0.10
C -1.85 -0.24 0.04
N -0.48 -0.59 0.04
H 3.86 -0.37 0.21
H 0.18 1.38 -0.30
H -2.44 -1.11 -0.43
H -2.12 0.81 -0.45
H -2.13 -0.18 0.99
```

Properties
Gap between HOMO and LUMO, Ha: 0.383
SMILES: C#C/C=N/C
E_LUMO, eV: 0.6081
M, g/mol: 67.09
HOMO level, Ha: -0.3603

## two
This record from the Open Molecules 2025 dataset describes an isolated molecule of C4H5N. The level of theory is ωB97M-V with the def2-TZVPD basis set.

```
10
C4H5N | the Open Molecules 2025 dataset | ωB97M-V with the def2-TZVPD basis set
C -2.43 -0.41 0.07
C -0.92 -0.06 0.02
C 0.36 -0.36 -0.06
C 1.62 0.48 0.08
N -2.11 0.78 0.18
H -3.03 -1.26 0.15
H 0.62 -1.37 -0.42
H 1.62 1.17 0.93
H 1.72 1.17 -0.83
H 2.55 -0.15 -0.13
```

Properties
Gap between HOMO and LUMO, Ha: 0.358
SMILES: C/C=C1C=N/1
E_LUMO, eV: 1.0486
M, g/mol: 67.09
HOMO level, Ha: -0.3196

one is favored, and the nearest alternative lies 0.930 eV above it.

## one
This record from the Open Molecules 2025 dataset describes a cluster of 2 separate species, C4H5N in total. The level of theory is ωB97M-V with the def2-TZVPD basis set.

```
10
C4H5N | the Open Molecules 2025 dataset | ωB97M-V with the def2-TZVPD basis set
C 0.16 0.94 0.59
C 0.47 -1.34 -1.28
C 1.35 -0.61 -0.64
C -1.19 1.05 1.04
N 0.18 1.56 1.72
H 0.66 -2.16 -1.89
H -0.54 -1.03 -1.25
H 2.46 -0.48 -0.39
H -1.80 1.76 0.49
H -1.73 0.30 1.60
```

Properties
Gap between HOMO and LUMO (alpha / beta), Ha: 0.327 / 0.327
E_LUMO (alpha / beta), eV: -0.1472 / -0.1488
M, g/mol: 67.09
HOMO level (alpha / beta), Ha: -0.3326 / -0.3326

## two
This record from the Open Molecules 2025 dataset describes an isolated molecule of C4H5N. The level of theory is ωB97M-V with the def2-TZVPD basis set.

```
10
C4H5N | the Open Molecules 2025 dataset | ωB97M-V with the def2-TZVPD basis set
C 0.35 -1.11 0.36
C 0.05 0.27 -0.13
C -0.84 1.09 0.42
C 1.39 0.95 -1.66
N 0.32 0.48 -1.61
H -0.53 -1.75 0.27
H 0.67 -1.11 1.40
H 1.14 -1.63 -0.20
H -1.54 0.73 1.15
H -1.02 2.07 0.01
```

Properties
Gap between HOMO and LUMO, Ha: 0.389
E_LUMO, eV: 0.7709
M, g/mol: 67.09
HOMO level, Ha: -0.3610

two is favored, and the nearest alternative lies 3.241 eV above it.

## one
This record from the Open Molecules 2025 dataset describes an isolated molecule of C4H5N. The level of theory is ωB97M-V with the def2-TZVPD basis set.

```
10
C4H5N | the Open Molecules 2025 dataset | ωB97M-V with the def2-TZVPD basis set
C 0.10 1.30 -1.67
C 0.47 0.19 -0.99
C -0.46 -0.67 -0.24
C -0.12 -0.60 1.17
H -0.92 1.55 -1.99
H 0.86 1.98 -2.03
H 1.53 0.07 -0.63
H -0.35 -1.75 -0.62
H -1.46 -0.25 -0.32
N 0.05 -0.42 2.28
```

Properties
Gap between HOMO and LUMO, Ha: 0.414
SMILES: C=CCC#N
E_LUMO, eV: 0.9228
M, g/mol: 67.09
HOMO level, Ha: -0.3799

## two
This record from the Open Molecules 2025 dataset describes an isolated molecule of C4H5N. The level of theory is ωB97M-V with the def2-TZVPD basis set.

```
10
C4H5N | the Open Molecules 2025 dataset | ωB97M-V with the def2-TZVPD basis set
C 2.38 -0.11 0.00
C 0.85 -0.33 -0.04
C -0.15 0.66 0.00
C -1.53 0.19 -0.05
H 2.73 -0.04 1.15
H 2.81 0.94 -0.48
H 2.88 -1.11 -0.52
H 0.41 -1.40 0.14
H 0.00 1.76 0.08
N -2.59 -0.37 0.03
```

Properties
Gap between HOMO and LUMO, Ha: 0.368
SMILES: C/C=C/C#N
E_LUMO, eV: 0.1926
M, g/mol: 67.09
HOMO level, Ha: -0.3612

one is favored, and the nearest alternative lies 0.910 eV above it.

## one
This record from the Open Molecules 2025 dataset describes an isolated molecule of C3H7N3O2. The level of theory is ωB97M-V with the def2-TZVPD basis set.

```
15
C3H7N3O2 | the Open Molecules 2025 dataset | ωB97M-V with the def2-TZVPD basis set
C 0.46 1.75 0.05
C -0.02 -1.57 -0.90
C -0.98 -2.25 0.11
H 0.93 3.64 1.21
H 1.00 2.10 2.00
H 0.10 2.40 -0.83
H 0.17 0.32 -1.66
H 1.06 -1.82 -0.82
H -0.46 -1.95 -1.90
H -0.63 -0.63 1.19
N 0.90 2.55 1.08
N 0.46 0.43 0.24
N -0.22 -0.16 -0.90
O -1.17 -1.51 1.22
O -1.58 -3.31 -0.09
```

Properties
Gap between HOMO and LUMO, Ha: 0.334
SMILES: N/C=N/NCC(=O)O
E_LUMO, eV: 0.4995
M, g/mol: 117.11
HOMO level, Ha: -0.3159

## two
This record from the Open Molecules 2025 dataset describes a structure of composition C3H7N3O2. The level of theory is ωB97M-V with the def2-TZVPD basis set.

```
15
C3H7N3O2 | the Open Molecules 2025 dataset | ωB97M-V with the def2-TZVPD basis set
C -2.53 -0.26 0.06
C -0.23 -0.06 0.12
C 1.11 -0.51 -0.11
H -2.52 0.86 -0.61
H -2.58 0.18 1.10
H -3.32 -1.12 -0.17
H 1.27 1.59 -0.07
H 0.33 -2.53 0.50
H 2.31 -2.34 0.56
H 2.82 -0.13 -0.03
N -0.45 1.16 0.20
N 1.17 -1.86 0.10
N 1.99 0.45 -0.19
O -1.32 -0.85 -0.34
O 0.38 2.12 0.04
```

Properties
Gap between HOMO and LUMO, Ha: 0.332
E_LUMO, eV: 0.1322
M, g/mol: 117.11
HOMO level, Ha: -0.3272

## three
This record from the Open Molecules 2025 dataset describes an isolated molecule of C3H7N3O2. The level of theory is ωB97M-V with the def2-TZVPD basis set.

```
15
C3H7N3O2 | the Open Molecules 2025 dataset | ωB97M-V with the def2-TZVPD basis set
C -1.25 1.39 0.27
C 1.23 -0.31 0.15
C -1.89 -1.00 -0.35
H -2.35 1.59 0.29
H -0.69 2.17 -0.45
H -0.74 1.13 1.36
H 3.09 -0.95 -0.22
H 2.53 0.60 -1.32
H 1.94 -0.87 1.92
H -1.37 -1.82 -1.04
N -1.12 0.15 -0.49
N 2.31 -0.47 -0.80
N 1.10 -0.55 1.42
O 0.20 -0.04 -0.85
O -2.99 -1.01 0.10
```

Properties
Gap between HOMO and LUMO, Ha: 0.362
SMILES: [H]/N=C(\N)ON(C)C=O
E_LUMO, eV: 0.3741
M, g/mol: 117.11
HOMO level, Ha: -0.3482

one is favored, and the nearest alternative lies 2.087 eV above it.

## one
This record from the Open Molecules 2025 dataset describes a cluster of 2 separate species, C3H11N3O in total. The level of theory is ωB97M-V with the def2-TZVPD basis set.

```
18
C3H11N3O | the Open Molecules 2025 dataset | ωB97M-V with the def2-TZVPD basis set
C 2.63 0.19 -0.08
N 1.81 1.31 0.78
O 2.45 -0.82 0.76
H 1.97 0.50 1.58
H 0.81 1.23 0.51
H 2.16 2.26 0.80
H 3.65 0.61 -0.14
H 2.14 0.17 -1.06
C -2.91 -0.59 -0.74
N -0.37 -1.14 0.44
C -1.84 0.40 -0.40
N -0.70 0.13 0.10
H -0.85 -1.89 -0.04
H 0.65 -1.25 0.56
H -2.03 1.46 -0.57
H -2.55 -1.34 -1.46
H -3.78 -0.10 -1.18
H -3.24 -1.13 0.16
```

Properties
Gap between HOMO and LUMO, Ha: 0.345
SMILES: [NH3+]C[O-].C/C=N\N
E_LUMO, eV: 0.9264
M, g/mol: 105.14
HOMO level, Ha: -0.3109

## two
This record from the Open Molecules 2025 dataset describes a cluster of 2 separate species, C3H11N3O in total. The level of theory is ωB97M-V with the def2-TZVPD basis set.

```
18
C3H11N3O | the Open Molecules 2025 dataset | ωB97M-V with the def2-TZVPD basis set
C 3.59 -0.83 0.90
C 2.37 0.38 -0.94
C -4.50 0.55 0.26
N 1.19 -0.97 0.63
N -2.30 0.38 -0.53
N 2.23 -0.57 0.23
O -3.17 0.19 0.61
H 4.29 -0.15 0.54
H 3.53 -0.86 2.01
H 3.84 -1.78 0.57
H 1.67 1.23 -0.81
H 3.50 0.63 -1.14
H 2.07 -0.17 -1.85
H -5.21 0.03 1.08
H -4.85 0.29 -0.71
H -4.60 1.60 0.41
H -1.39 0.60 -0.19
H -2.27 -0.55 -1.06
```

Properties
Gap between HOMO and LUMO, Ha: 0.319
E_LUMO, eV: 0.7790
M, g/mol: 105.14
HOMO level, Ha: -0.2899

one is favored, and the nearest alternative lies 2.762 eV above it.